[1]
{"formula": "C45H25Cl4N5ReSbSe4", "method": "ωB97M-V/def2-TZVPD", "symbols": ["Re", "Cl", "C", "C", "C", "C", "C", "C", "C", "C", "C", "C", "C", "C", "C", "C", "C", "C", "Cl", "C", "C", "C", "N", "C", "C", "C", "C", "C", "C", "Cl", "C", "C", "C", "C", "C", "C", "N", "C", "C", "C", "C", "C", "N", "C", "C", "C", "C", "Cl", "C", "C", "C", "C", "N", "H", "H", "H", "H", "H", "H", "H", "H", "H", "H", "H", "H", "H", "H", "H", "H", "H", "H", "H", "H", "H", "H", "H", "H", "N", "C", "H", "Se", "Sb", "Se", "Se", "Se"], "positions_angstrom": [[-0.28777, -0.41391, 0.30144], [6.64756, -1.51820, -6.13093], [5.40993, -1.34225, -4.94128], [4.94769, -2.46054, -4.26726], [3.95909, -2.31483, -3.30395], [3.42621, -1.05979, -3.03047], [3.89461, 0.05237, -3.72669], [4.89381, -0.08324, -4.67700], [2.36039, -0.88054, -2.00255], [2.63443, -1.11389, -0.67759], [3.85217, -1.63134, -0.14049], [3.59670, -2.04241, 1.12383], [2.24994, -1.67477, 1.41911], [1.52631, -1.86548, 2.60103], [1.34937, -3.23112, 3.16445], [2.16368, -4.29653, 2.77858], [1.63517, -5.56562, 2.62187], [0.29552, -5.72530, 2.88362], [-0.50553, -7.14965, 2.21603], [-0.49048, -4.77293, 3.49840], [0.06283, -3.51707, 3.65483], [0.71956, -0.81042, 3.03814], [0.16845, 0.13860, 2.20676], [-0.28691, 1.15205, 3.04101], [-0.92762, 2.29136, 2.60664], [-1.28055, 3.33791, 3.61125], [-2.60874, 3.65628, 3.88510], [-2.92267, 4.61906, 4.83174], [-1.89800, 5.27429, 5.49738], [-2.28202, 6.47873, 6.66959], [-0.57085, 4.97519, 5.23671], [-0.26649, 4.00033, 4.29845], [-1.28001, 2.46872, 1.27765], [-2.02551, 3.57562, 0.78880], [-2.32432, 3.32165, -0.50655], [-1.72501, 2.07856, -0.84915], [-1.02371, 1.56999, 0.23949], [-1.77278, 1.51888, -2.12665], [-0.85932, 0.55717, -2.51733], [-0.50515, 0.22430, -3.85172], [0.72425, -0.35247, -3.80481], [1.10492, -0.45279, -2.44025], [0.06343, -0.00524, -1.63793], [-2.75086, 2.08513, -3.09638], [-2.35336, 2.68312, -4.29124], [-3.29139, 3.18490, -5.17837], [-4.63959, 3.08199, -4.87430], [-5.80903, 3.68465, -5.98507], [-5.05738, 2.51438, -3.68108], [-4.11013, 2.02910, -2.79489], [-0.04539, 0.78884, 4.39591], [0.51901, -0.44765, 4.39808], [1.67927, -1.03692, 0.33438], [5.35522, -3.43555, -4.49871], [3.58587, -3.18616, -2.77926], [3.49000, 1.03573, -3.51544], [5.27335, 0.77791, -5.21027], [4.78354, -1.69958, -0.68083], [4.29728, -2.47330, 1.82162], [3.17976, -4.13590, 2.46011], [2.22692, -6.36584, 2.20470], [-1.52586, -4.96586, 3.74707], [-0.57677, -2.72141, 4.00771], [-3.41013, 3.13569, 3.37250], [-3.95244, 4.86123, 5.05887], [0.21339, 5.50327, 5.76249], [0.77144, 3.76893, 4.08800], [-2.28464, 4.44923, 1.36467], [-2.87179, 3.95025, -1.19046], [-1.08789, 0.44321, -4.73037], [1.32805, -0.68152, -4.63532], [-1.30132, 2.81657, -4.51178], [-2.98130, 3.66408, -6.09686], [-6.11290, 2.45839, -3.45237], [-4.43566, 1.58655, -1.85948], [-0.27700, 1.40432, 5.25062], [0.85658, -1.01819, 5.25046], [-3.49718, -0.50237, 0.36906], [-2.34521, -0.46834, 0.34147], [-4.49759, -0.52474, 0.38208], [-0.94841, -4.40204, -3.03968], [0.29158, -4.56952, -1.06670], [-0.92685, -2.69237, 0.41195], [2.57698, -5.02209, -0.77434], [-1.18070, -6.56886, 0.06217]], "atomic_forces_ev_per_a": [[0.4, 0.3, 0.1], [0.0, 0.0, 0.0], [0.1, 0.0, -0.1], [-0.1, -0.1, 0.1], [0.1, -0.1, -0.1], [-0.1, 0.0, 0.2], [0.0, 0.1, -0.1], [-0.1, 0.1, 0.1], [0.1, 0.1, -0.4], [-0.1, 0.0, 0.4], [0.1, 0.0, -0.2], [-0.1, -0.1, 0.1], [0.0, 0.0, -0.3], [-0.1, -0.3, 0.3], [0.1, 0.3, 0.0], [0.1, 0.0, 0.0], [0.2, 0.1, 0.0], [-0.3, -0.3, 0.0], [0.2, -0.2, 0.0], [0.0, 0.1, 0.0], [0.0, 0.0, 0.0], [-0.1, 0.0, 0.0], [0.2, 0.4, 0.3], [0.0, -0.5, 0.1], [-0.1, 0.3, 0.2], [0.0, -0.1, -0.1], [-0.1, 0.0, 0.0], [0.0, -0.1, -0.1], [0.0, 0.1, 0.1], [0.0, 0.0, 0.0], [0.1, -0.1, -0.1], [0.0, 0.1, 0.0], [0.1, -0.1, -0.3], [0.0, 0.1, 0.1], [-0.1, 0.0, -0.1], [0.1, 0.0, 0.1], [-0.2, 0.3, 0.1], [-0.2, 0.2, -0.1], [-0.1, -0.3, 0.0], [-0.1, 0.0, -0.1], [0.1, -0.1, 0.0], [-0.2, -0.1, -0.1], [0.3, 0.3, -0.2], [0.2, 0.0, 0.0], [0.1, 0.1, 0.0], [0.1, 0.0, 0.0], [-0.1, 0.0, -0.1], [0.0, 0.0, 0.0], [0.0, 0.0, 0.1], [-0.1, -0.1, 0.0], [0.0, 0.1, 0.1], [0.0, -0.1, 0.1], [0.2, 0.0, -0.1], [0.0, 0.0, 0.0], [0.0, 0.0, 0.0], [0.0, 0.0, 0.0], [0.0, 0.0, 0.0], [-0.1, 0.0, 0.0], [0.0, 0.0, 0.0], [0.0, 0.0, 0.0], [0.0, 0.0, 0.0], [0.0, 0.0, 0.0], [0.0, 0.0, 0.0], [0.0, 0.0, 0.0], [0.0, 0.0, 0.0], [0.0, 0.0, 0.0], [0.0, 0.0, 0.0], [0.0, -0.1, 0.0], [0.0, 0.0, 0.0], [0.0, 0.0, 0.0], [0.0, 0.0, 0.0], [0.0, -0.1, 0.0], [0.0, 0.0, 0.0], [0.0, 0.0, 0.0], [0.0, 0.0, 0.0], [0.0, 0.0, 0.0], [0.0, 0.0, -0.1], [-0.2, 0.2, 0.1], [-0.1, 0.0, -0.1], [0.0, -0.1, 0.0], [-0.2, -0.1, 0.1], [0.5, -0.4, 0.1], [-0.4, -0.4, -0.1], [-0.1, 0.1, 0.1], [-0.1, 0.4, -0.2]], "molar_mass_g_mol": 1401.3, "total_charge": 2, "homo_lumo_gap_ha": 0.187, "multiplicity": 1, "homo_energy_ev": -12.6}


[2]
{"formula": "C45H28F3N4Pb", "method": "ωB97M-V/def2-TZVPD", "symbols": ["Pb", "C", "C", "C", "C", "C", "C", "C", "C", "C", "C", "C", "C", "C", "C", "C", "C", "C", "C", "C", "N", "C", "C", "C", "C", "C", "C", "C", "C", "C", "C", "C", "C", "N", "C", "C", "C", "C", "C", "N", "C", "C", "C", "C", "C", "C", "C", "C", "N", "H", "H", "H", "H", "H", "H", "H", "H", "H", "H", "H", "H", "H", "H", "H", "H", "H", "H", "H", "H", "H", "H", "H", "H", "H", "H", "H", "H", "F", "C", "F", "F"], "positions_angstrom": [[-0.01896, -0.23149, -0.16240], [5.51793, 5.24869, -1.74921], [5.46172, 4.04118, -2.42925], [4.50070, 3.09775, -2.09990], [3.57179, 3.36676, -1.09839], [3.61547, 4.59199, -0.43489], [4.59202, 5.52218, -0.75284], [2.51325, 2.39408, -0.72026], [2.90100, 1.24525, 0.00888], [4.25425, 0.78805, 0.16380], [4.20523, -0.36694, 0.87382], [2.83113, -0.58083, 1.23631], [2.29553, -1.54387, 2.10166], [3.03467, -2.74706, 2.51051], [2.32135, -3.96155, 2.54677], [2.95693, -5.16029, 2.81058], [4.32241, -5.18350, 3.04998], [5.03821, -3.99468, 3.04431], [4.40795, -2.79321, 2.78221], [0.96247, -1.40041, 2.65575], [-0.08693, -0.82745, 2.05244], [-1.17483, -0.97505, 2.88250], [-2.48443, -0.63995, 2.55755], [-3.54561, -1.04710, 3.51497], [-3.96140, -2.37692, 3.53484], [-4.93984, -2.78522, 4.42764], [-5.48759, -1.87438, 5.31940], [-5.06871, -0.55195, 5.30766], [-4.10698, -0.13326, 4.40020], [-2.88566, 0.04329, 1.38445], [-4.24136, 0.27594, 0.97782], [-4.19144, 1.05120, -0.13935], [-2.80533, 1.31008, -0.40276], [-2.03717, 0.65416, 0.52475], [-2.30846, 2.21962, -1.34356], [-0.95496, 2.59031, -1.47010], [-0.45722, 3.65098, -2.30769], [0.87707, 3.73505, -2.08282], [1.21011, 2.69909, -1.13455], [0.07488, 2.03277, -0.77906], [-3.28167, 2.88176, -2.25304], [-3.79322, 4.14314, -1.96734], [-4.67067, 4.75111, -2.85251], [-5.03352, 4.11023, -4.02789], [-4.52613, 2.85146, -4.31371], [-3.65708, 2.23398, -3.42730], [-0.74731, -1.60518, 4.09787], [0.57889, -1.87071, 3.95767], [2.06124, 0.40817, 0.66559], [6.27497, 5.97919, -2.00079], [6.17049, 3.83078, -3.21943], [4.44996, 2.16054, -2.64160], [2.88972, 4.80283, 0.34115], [4.62862, 6.46268, -0.21910], [5.12603, 1.26888, -0.24697], [5.04237, -0.99223, 1.12499], [1.26719, -3.96926, 2.31835], [2.37987, -6.07513, 2.82815], [4.82213, -6.12175, 3.25032], [6.09861, -4.00726, 3.25857], [4.97564, -1.87809, 2.86494], [-3.51773, -3.08149, 2.84133], [-5.27037, -3.81543, 4.42578], [-6.24890, -2.19522, 6.01798], [-5.48978, 0.15731, 6.00762], [-3.77685, 0.89840, 4.38766], [-5.11302, -0.11052, 1.48103], [-5.01061, 1.42082, -0.73454], [-1.05933, 4.25039, -2.97067], [1.59497, 4.39333, -2.54345], [-3.50737, 4.64171, -1.04896], [-5.06953, 5.73017, -2.62187], [-5.70468, 4.59477, -4.72433], [-4.80540, 2.34689, -5.22928], [-3.25974, 1.25081, -3.64928], [-1.37828, -1.81982, 4.94459], [1.25285, -2.31670, 4.67011], [-0.94116, -3.19486, -1.54575], [-0.21199, -2.91382, -0.47768], [0.98672, -3.47081, -0.60458], [-0.81283, -3.42186, 0.60150]], "atomic_forces_ev_per_a": [[0.0, -0.1, -0.3], [0.0, 0.0, 0.0], [0.1, 0.0, 0.0], [-0.1, 0.0, 0.0], [0.1, 0.1, -0.1], [0.0, -0.1, 0.0], [0.0, 0.1, 0.0], [-0.2, 0.0, -0.1], [-0.1, -0.1, 0.1], [0.1, -0.1, 0.1], [0.2, 0.0, -0.2], [-0.1, -0.4, 0.1], [-0.1, 0.5, -0.1], [0.1, -0.4, 0.0], [0.1, 0.3, -0.1], [0.0, 0.0, 0.0], [-0.1, 0.0, 0.0], [0.1, -0.1, 0.0], [-0.1, 0.2, 0.2], [-0.2, -0.1, 0.1], [0.3, 0.0, 0.0], [-0.3, 0.0, 0.1], [0.3, -0.1, 0.1], [-0.1, -0.2, 0.0], [0.0, 0.1, 0.0], [0.0, 0.0, 0.0], [-0.1, 0.0, 0.0], [0.0, 0.0, 0.0], [0.0, 0.0, -0.1], [-0.2, 0.1, -0.1], [0.0, -0.1, 0.1], [0.1, 0.0, -0.1], [-0.2, 0.0, 0.1], [0.1, 0.1, 0.1], [0.2, 0.0, 0.0], [-0.1, 0.1, 0.0], [0.1, 0.0, 0.0], [0.0, 0.0, 0.0], [0.0, 0.1, -0.1], [0.0, -0.1, 0.2], [0.0, 0.0, -0.2], [0.0, -0.1, 0.1], [0.0, 0.1, 0.0], [0.0, 0.0, 0.0], [0.0, 0.0, 0.0], [0.0, 0.0, 0.0], [0.1, 0.0, 0.0], [0.1, -0.1, -0.1], [0.0, 0.3, 0.0], [0.0, 0.0, 0.0], [0.0, 0.0, 0.0], [0.0, 0.0, 0.0], [0.0, 0.0, 0.0], [0.0, 0.0, 0.0], [0.0, 0.0, 0.1], [0.0, 0.0, -0.1], [-0.1, 0.0, 0.0], [0.0, 0.0, 0.0], [0.0, 0.0, 0.0], [0.0, 0.0, 0.0], [0.0, 0.0, 0.0], [0.0, 0.0, 0.0], [0.0, 0.0, 0.0], [0.0, 0.0, 0.0], [0.0, 0.0, 0.0], [0.0, 0.0, 0.0], [0.0, 0.1, 0.0], [0.0, 0.0, 0.1], [0.0, 0.0, 0.0], [-0.1, 0.1, 0.0], [0.0, 0.0, 0.0], [0.0, 0.0, 0.0], [0.0, 0.0, 0.0], [0.0, 0.0, 0.0], [0.0, 0.0, 0.0], [0.0, 0.0, 0.0], [0.0, -0.1, 0.0], [0.0, 0.2, -0.1], [-0.1, -0.7, 0.0], [0.1, 0.2, 0.0], [0.0, 0.2, 0.0]], "e_above_lowest_ev": 1.183, "molar_mass_g_mol": 888.9, "total_charge": 1, "homo_lumo_gap_ha": [0.202, 0.186], "multiplicity": 1, "homo_energy_ev": [-9.8, -10.4]}


[3]
{"formula": "C45H29N11OY", "method": "ωB97M-V/def2-TZVPD", "symbols": ["Y", "C", "C", "C", "C", "C", "N", "C", "C", "C", "C", "C", "C", "C", "C", "N", "C", "N", "C", "N", "C", "N", "C", "N", "C", "N", "C", "C", "C", "C", "C", "C", "C", "C", "C", "C", "C", "C", "C", "C", "N", "H", "H", "H", "H", "H", "H", "H", "H", "H", "H", "H", "H", "H", "H", "H", "H", "C", "C", "C", "C", "C", "N", "C", "O", "N", "C", "C", "C", "C", "N", "C", "C", "C", "H", "H", "H", "H", "H", "H", "H", "H", "H", "H", "H", "H", "H"], "positions_angstrom": [[0.04442, 0.54581, -1.22835], [4.59238, 0.63542, 3.21179], [3.59531, 1.22768, 4.00131], [2.43291, 1.72146, 3.44105], [2.27664, 1.60626, 2.06225], [1.19584, 1.98732, 1.16980], [0.09246, 2.69542, 1.48353], [-0.97997, 2.80526, 0.73165], [-2.00854, 3.85566, 0.82186], [-2.11490, 4.96739, 1.63865], [-3.20573, 5.80369, 1.43898], [-4.14828, 5.54198, 0.44379], [-4.03342, 4.43465, -0.38695], [-2.95561, 3.59262, -0.17822], [-2.51285, 2.37839, -0.88571], [-3.11576, 1.80273, -1.90207], [-2.53922, 0.94510, -2.76915], [-1.19468, 0.83359, -2.99687], [-0.92932, -0.01018, -4.04092], [0.28473, -0.21299, -4.58718], [1.43639, 0.03132, -4.00400], [1.66746, 0.13441, -2.65550], [2.97058, 0.46532, -2.39472], [3.49783, 0.68961, -1.21078], [2.81065, 1.04264, -0.10708], [1.56678, 1.61394, -0.09394], [3.28043, 1.01542, 1.26854], [4.45148, 0.52596, 1.84033], [3.67083, 0.53424, -3.68736], [4.97872, 0.85403, -4.00532], [5.31623, 0.88325, -5.35236], [4.37096, 0.61769, -6.34403], [3.05371, 0.31286, -6.02530], [2.72135, 0.26717, -4.68325], [-2.20710, -0.50615, -4.52448], [-2.53099, -1.38711, -5.55044], [-3.87050, -1.65760, -5.76506], [-4.86834, -1.06380, -4.97959], [-4.55529, -0.18651, -3.95883], [-3.21000, 0.08953, -3.73304], [-1.35458, 1.96632, -0.28296], [5.49030, 0.26657, 3.68885], [3.74933, 1.30183, 5.06969], [1.67018, 2.19098, 4.04805], [-1.37452, 5.17378, 2.39923], [-3.32851, 6.68029, 2.06086], [-4.98035, 6.22151, 0.31695], [-4.75396, 4.23558, -1.16815], [5.22670, 0.08081, 1.23124], [5.70530, 1.07224, -3.23497], [6.32966, 1.12209, -5.64588], [4.67603, 0.65739, -7.38114], [2.31627, 0.11914, -6.79177], [-1.76192, -1.83969, -6.16125], [-4.15913, -2.33624, -6.55615], [-5.90438, -1.29789, -5.18501], [-5.32598, 0.27943, -3.36000], [-2.27053, 0.01063, 5.38521], [-1.42658, -1.17114, 5.00148], [-0.13141, -1.01113, 4.52183], [0.65779, -2.09631, 4.17069], [0.14148, -3.38247, 4.26385], [0.88314, -4.53471, 3.88909], [1.88087, -4.62240, 2.95145], [2.76414, -5.44330, 2.99463], [1.80882, -3.69500, 1.90082], [0.67226, -3.25833, 1.23436], [-0.57693, -3.87478, 1.30377], [-1.64285, -3.33470, 0.60745], [-1.46175, -2.18100, -0.13342], [-0.26314, -1.59057, -0.20553], [0.77441, -2.10954, 0.45393], [-1.14935, -3.56222, 4.75206], [-1.91406, -2.47037, 5.12431], [-1.71285, 0.94095, 5.28359], [-2.61051, -0.06557, 6.41864], [-3.15832, 0.08159, 4.75426], [0.28556, -0.01402, 4.43748], [1.67341, -1.93201, 3.83593], [0.88235, -5.31623, 4.52702], [2.68566, -3.60490, 1.41009], [-0.70887, -4.77623, 1.88417], [-2.61303, -3.80847, 0.64645], [-2.27608, -1.71837, -0.67945], [1.72669, -1.59149, 0.36893], [-1.55465, -4.56339, 4.83665], [-2.91373, -2.63217, 5.50963]], "atomic_forces_ev_per_a": [[-0.4, -1.7, 0.8], [0.0, 0.0, 0.0], [0.1, 0.0, 0.0], [0.0, 0.0, -0.1], [0.0, 0.0, 0.1], [0.0, 0.2, 0.0], [0.1, -0.1, -0.1], [-0.1, 0.2, -0.1], [0.0, -0.1, 0.1], [-0.1, 0.0, 0.0], [0.0, 0.0, 0.0], [0.0, 0.0, 0.0], [0.0, 0.0, 0.1], [-0.1, -0.1, 0.0], [0.0, 0.2, 0.1], [0.1, -0.1, -0.1], [-0.1, 0.2, 0.0], [0.2, 0.5, -0.1], [0.0, 0.1, -0.1], [-0.1, 0.1, 0.1], [0.1, 0.1, -0.1], [0.0, 0.2, 0.0], [0.1, 0.1, -0.1], [-0.1, 0.1, 0.1], [0.0, 0.0, 0.0], [0.1, 0.5, -0.4], [0.1, 0.0, 0.0], [0.0, 0.0, 0.0], [0.0, -0.1, 0.1], [0.0, 0.0, -0.1], [0.0, 0.0, 0.0], [0.0, 0.0, 0.0], [0.1, 0.0, 0.0], [0.0, -0.1, 0.0], [0.0, 0.0, -0.1], [0.0, 0.0, 0.0], [0.0, 0.0, 0.0], [0.0, -0.1, -0.1], [0.1, 0.1, 0.0], [-0.1, 0.0, -0.1], [0.2, -0.1, -0.2], [0.0, 0.0, 0.0], [0.0, 0.0, 0.0], [0.0, 0.0, 0.0], [0.0, 0.0, 0.0], [0.0, 0.0, 0.0], [0.0, 0.0, 0.0], [0.0, 0.0, 0.0], [0.0, 0.0, 0.0], [0.0, 0.0, 0.0], [0.0, 0.0, 0.0], [0.0, 0.0, 0.0], [0.0, 0.0, 0.0], [0.0, 0.0, 0.0], [0.0, 0.0, 0.0], [0.0, 0.0, 0.0], [0.0, 0.0, 0.0], [0.0, 0.1, 0.0], [0.0, -0.1, 0.0], [0.0, 0.1, 0.0], [0.0, 0.0, 0.0], [-0.1, 0.0, 0.0], [0.1, 0.0, 0.0], [-0.2, -0.1, 0.0], [0.1, 0.0, 0.0], [0.1, -0.1, -0.1], [0.0, 0.3, 0.1], [0.0, 0.0, -0.1], [0.0, 0.1, 0.0], [0.1, -0.2, 0.1], [-0.1, 0.0, 0.0], [-0.1, -0.1, 0.1], [0.0, 0.0, -0.1], [0.0, 0.0, 0.0], [0.0, 0.0, 0.0], [0.0, 0.0, 0.0], [0.0, 0.0, 0.0], [0.0, 0.0, 0.0], [0.0, 0.0, 0.0], [0.1, 0.0, 0.1], [0.0, -0.1, 0.0], [0.0, 0.0, 0.0], [0.0, 0.0, 0.0], [0.0, 0.0, 0.0], [0.0, 0.0, 0.0], [0.0, 0.0, 0.0], [0.0, 0.0, 0.0]], "e_above_lowest_ev": 0.815, "molar_mass_g_mol": 828.7, "total_charge": 1, "homo_lumo_gap_ha": [0.182, 0.184], "multiplicity": 1, "homo_energy_ev": [-9.2, -9.3]}